Formula: C12H19N4
Source: the OMol25 dataset
Level of theory: the ωB97M-V functional and the def2-TZVPD basis

ORCA input file:
```
! wB97M-V def2-TZVPD RIJCOSX def2/J DEFGRID3
* xyz 0 2
C -1.552 -0.824 -2.471
C -0.736 -0.404 -3.682
C -2.286 0.252 -0.366
N -1.921 0.327 -1.698
N -2.928 -0.870 0.155
N -1.922 1.317 0.467
H -2.414 -1.411 -2.845
H -1.123 -1.577 -1.815
H -0.047 0.402 -3.420
H -1.366 -0.037 -4.486
H -2.137 1.157 -2.231
H -3.539 -1.459 -0.384
H -2.632 -1.205 1.056
H -0.926 1.508 0.432
H -2.304 1.310 1.397
H -0.086 -1.223 -3.982
C 2.558 1.814 -1.067
C 0.999 0.049 1.849
C 1.305 0.105 0.481
C 2.070 1.293 0.244
C 2.158 1.928 1.441
C 0.334 -2.203 1.653
C 0.550 -1.114 2.479
C 0.561 -2.162 0.267
C 0.958 -0.985 -0.334
N 1.467 1.220 2.402
H -0.044 -3.123 2.078
H 0.510 -1.234 3.552
H 0.325 -3.059 -0.290
H 1.140 -0.935 -1.401
H 1.529 1.431 3.382
H 2.597 2.873 1.717
H 3.193 2.688 -0.937
H 1.745 1.952 -1.775
H 3.222 1.071 -1.533
*
```

Values from the calculation:
Energy relative to the best compared isomer or geometry (same formula, charge and spin), kcal/mol: 0.0
Electronic energy, hartree: -687.61602
HOMO energy (alpha / beta), hartree: -0.147 / -0.289

Now the natural (NBO) charges, all in e: C -0.2105; C -0.6240; C 0.3762; N -0.6540; N -0.8782; N -0.8486; H 0.1494; H 0.2055; H 0.2049; H 0.2087; H 0.3696; H 0.3856; H 0.3779; H 0.3705; H 0.3732; H 0.2145; C -0.6278; C 0.2063; C -0.1295; C -0.0852; C -0.0340; C -0.2187; C -0.2770; C -0.2369; C -0.1836; N -0.5498; H 0.2080; H 0.2150; H 0.2114; H 0.2141; H 0.4064; H 0.2096; H 0.2195; H 0.2193; H 0.2124


Formula: C4H4OS3
Source: the OMol25 dataset
Level of theory: the ωB97M-V functional and the def2-TZVPD basis

ORCA input file:
```
! wB97M-V def2-TZVPD RIJCOSX def2/J DEFGRID3
* xyz 0 1
S 2.143 -1.421 1.950
C 0.955 -0.483 1.390
C -0.278 -1.025 0.784
O -1.431 -0.174 0.766
C -0.833 -0.462 -0.478
C -0.185 0.661 -1.232
S 0.585 0.375 -2.633
S -0.395 2.212 -0.459
H 1.007 0.609 1.436
H -0.472 -2.044 0.984
H -1.396 -1.140 -1.132
H 0.300 2.891 -1.376
*
```

Values from the calculation:
Energy relative to the best compared isomer or geometry (same formula, charge and spin), kcal/mol: 40.7
SMILES string: S=C[C@H]1O[C@H]1C(=S)S
Electronic energy, hartree: -1424.53935
HOMO energy, hartree: -0.338

Now the natural (NBO) charges, all in e: S 0.1056; C -0.2976; C -0.0013; O -0.4602; C -0.0059; C -0.3272; S 0.0505; S 0.1335; H 0.2148; H 0.2148; H 0.2283; H 0.1447


Formula: C3HN4O5
Source: the OMol25 dataset
Level of theory: the ωB97M-V functional and the def2-TZVPD basis

ORCA input file:
```
! wB97M-V def2-TZVPD RIJCOSX def2/J DEFGRID3
* xyz -1 1
C 1.528 -1.029 -0.107
C -2.972 1.578 -0.717
C 0.583 1.167 -1.744
N 2.244 -0.365 -1.361
N 1.598 0.481 -1.908
N 0.460 -0.375 0.141
N 0.001 2.262 -2.271
O -3.011 0.775 -1.517
O 2.201 -2.005 0.202
O -2.985 2.305 0.146
O 0.472 2.829 -3.256
O -0.961 2.742 -1.666
H 0.171 -0.351 1.129
*
```

Values from the calculation:
Energy relative to the best compared isomer or geometry (same formula, charge and spin), kcal/mol: 89.8
Electronic energy, hartree: -710.01977
HOMO energy (alpha / beta), hartree: -0.190 / -0.190

Now the natural (NBO) charges, all in e: C 0.6810; C 1.0460; C 0.2505; N -0.2318; N -0.0161; N -0.8642; N 0.4326; O -0.5267; O -0.6794; O -0.5271; O -0.4500; O -0.4887; H 0.3741


Formula: C3H5Cl3S
Source: the OMol25 dataset
Level of theory: the ωB97M-V functional and the def2-TZVPD basis

ORCA input file:
```
! wB97M-V def2-TZVPD RIJCOSX def2/J DEFGRID3
* xyz 0 1
C -0.217 1.073 0.886
C -0.455 0.391 -0.403
C -1.137 -0.908 -0.165
H 0.104 0.312 1.611
H 0.870 1.734 0.511
H -1.157 1.569 1.213
H -1.051 1.007 -1.064
H -0.646 -1.651 0.615
S -2.526 -1.359 -0.913
Cl 1.044 0.049 -1.447
Cl 2.837 -0.211 -0.849
Cl 2.334 -2.007 0.007
*
```

Values from the calculation:
Energy relative to the best compared isomer or geometry (same formula, charge and spin), kcal/mol: 197.6
Electronic energy, hartree: -1895.75174
HOMO energy, hartree: -0.264

Now the natural (NBO) charges, all in e: C -0.6184; C -0.3507; C -0.2916; H 0.2202; H 0.2134; H 0.2498; H 0.2437; H 0.2175; S 0.0576; Cl 0.1517; Cl 0.0827; Cl -0.1759


Formula: C23H27ClNOZr
Source: the OMol25 dataset
Level of theory: the ωB97M-V functional and the def2-TZVPD basis

ORCA input file:
```
! wB97M-V def2-TZVPD RIJCOSX def2/J DEFGRID3
* xyz 1 1
C -1.430 -3.093 0.845
C -2.021 -1.788 0.860
C -1.638 -1.110 -0.334
H -2.730 -1.406 1.594
C -0.829 -2.013 -1.113
C -0.714 -3.236 -0.388
H -0.505 -1.837 -2.136
C 1.141 -1.797 3.425
C -0.261 -1.551 3.325
C -0.448 -0.221 2.819
H -1.044 -2.218 3.682
C 0.854 0.339 2.575
C 1.833 -0.646 2.952
H -2.024 -0.154 -0.684
H -0.248 -4.146 -0.762
H -1.617 -3.883 1.573
H 2.912 -0.498 2.911
H -1.393 0.315 2.728
H 1.606 -2.666 3.885
Zr 0.450 -1.459 0.924
C 1.155 1.491 1.635
C 2.514 2.124 1.952
C 0.050 2.543 1.672
H 2.566 2.367 3.021
H 2.634 3.057 1.387
H 3.352 1.464 1.695
H -0.077 2.890 2.707
H -0.919 2.167 1.322
H 0.321 3.408 1.054
C 1.175 0.747 0.250
C 2.025 1.263 -0.905
H 0.128 0.632 -0.118
H 1.789 -0.228 0.395
O 3.224 1.030 -0.834
N 1.335 1.779 -1.992
C 0.599 0.793 -2.809
H 1.932 2.360 -2.573
C -0.871 1.104 -2.903
C -1.681 0.272 -3.687
H -1.205 -0.516 -4.280
C -3.064 0.446 -3.688
H -3.692 -0.239 -4.265
C -3.635 1.492 -2.950
H -4.718 1.624 -2.946
C -2.818 2.372 -2.229
H -3.248 3.211 -1.681
C -1.429 2.181 -2.210
H -0.766 2.860 -1.668
H 0.730 -0.221 -2.385
H 1.036 0.758 -3.821
Cl 1.796 -4.136 1.378
C 2.273 -2.705 0.479
H 3.218 -2.340 0.892
H 2.376 -2.981 -0.577
*
```

Values from the calculation:
Electronic energy, hartree: -1529.63158
HOMO energy, hartree: -0.438

Now the natural (NBO) charges, all in e: C -0.3346; C -0.2792; C -0.3819; H 0.2604; C -0.3605; C -0.2870; H 0.2648; C -0.2313; C -0.3295; C -0.3892; H 0.2640; C -0.0187; C -0.3589; H 0.2812; H 0.2749; H 0.2732; H 0.2697; H 0.2671; H 0.2714; Zr 1.7585; C -0.0550; C -0.6196; C -0.6146; H 0.2350; H 0.2293; H 0.2353; H 0.2399; H 0.2116; H 0.2312; C -0.5484; C 0.7129; H 0.2903; H 0.1954; O -0.5312; N -0.6666; C -0.2280; H 0.4122; C -0.0700; C -0.2170; H 0.2164; C -0.1935; H 0.2308; C -0.2298; H 0.2299; C -0.1477; H 0.2175; C -0.2571; H 0.2313; H 0.1968; H 0.2376; Cl 0.0615; C -0.9243; H 0.2394; H 0.2341


Formula: C16H40AsF6Mg2NO11
Source: the OMol25 dataset
Level of theory: the ωB97M-V functional and the def2-TZVPD basis

ORCA input file:
```
! wB97M-V def2-TZVPD RIJCOSX def2/J DEFGRID3
* xyz 2 1
Mg 3.768 -2.105 -1.354
Mg -1.217 -0.662 1.881
N 0.890 -1.303 -0.466
O 2.093 -1.325 -0.585
O 0.361 -1.881 -1.397
O 0.189 -0.903 0.485
As 1.357 -1.782 4.265
F 0.107 -0.820 3.308
F 1.570 -3.022 2.998
F 2.557 -2.758 5.291
F 1.214 -0.501 5.549
F -0.060 -2.711 4.938
F 2.652 -0.701 3.559
C 5.197 0.524 -0.758
O 4.566 -0.384 -1.741
C 3.969 0.317 -2.788
C 3.664 -0.796 -3.795
O 3.120 -1.925 -3.079
C 2.196 -2.675 -3.874
H 5.999 1.045 -1.280
H 5.604 -0.043 0.079
H 4.614 1.343 -0.335
H 4.520 1.151 -3.221
H 3.056 0.768 -2.399
H 4.630 -1.016 -4.248
H 3.142 -0.320 -4.625
H 1.696 -3.536 -3.430
H 2.641 -3.046 -4.797
H 1.444 -1.991 -4.266
C -3.288 -1.042 -0.381
O -2.584 -0.282 0.606
C -2.856 1.062 0.386
C -1.637 1.926 0.846
O -0.967 1.255 1.884
C -0.024 2.178 2.503
H -3.117 -0.897 -1.447
H -4.330 -1.175 -0.089
H -2.867 -2.047 -0.356
H -3.761 1.330 0.931
H -3.152 1.312 -0.633
H -2.104 2.858 1.163
H -1.074 2.158 -0.057
H 0.295 1.789 3.470
H -0.334 3.209 2.674
H 0.795 2.184 1.784
C 1.761 3.690 -1.466
O 0.684 2.841 -1.503
C 0.399 2.343 -2.824
C -0.860 1.462 -3.031
O -2.066 2.215 -2.992
C -2.368 3.195 -3.973
H 2.667 3.289 -1.920
H 1.962 3.614 -0.397
H 1.567 4.726 -1.743
H 1.216 1.854 -3.354
H 0.115 3.220 -3.404
H -0.804 0.729 -2.227
H -0.678 0.893 -3.943
H -3.327 3.698 -3.847
H -2.352 2.731 -4.960
H -1.664 4.026 -3.984
C -1.220 -3.838 1.600
O -1.750 -2.576 1.904
C -2.968 -2.612 2.616
C -3.011 -1.650 3.740
O -2.492 -0.396 3.336
C -3.039 0.662 4.107
H -1.694 -4.253 0.710
H -1.308 -4.626 2.348
H -0.168 -3.663 1.374
H -3.152 -3.636 2.943
H -3.733 -2.183 1.969
H -2.439 -2.028 4.587
H -4.002 -1.567 4.188
H -4.123 0.727 4.020
H -2.844 1.673 3.750
H -2.843 0.677 5.180
*
```

Values from the calculation:
Energy relative to the best compared isomer or geometry (same formula, charge and spin), kcal/mol: 174.4
Electronic energy, hartree: -4750.58383
HOMO energy, hartree: -0.536

Now the Löwdin charges, all in e: Mg 1.1638; Mg 0.5454; N -0.4898; O -0.0376; O 0.0755; O 0.0283; As 1.0408; F -0.2701; F -0.2726; F -0.2869; F -0.2745; F -0.2688; F -0.2980; C 0.0303; O -0.2580; C -0.1693; C -0.1095; O -0.2534; C -0.0242; H 0.1133; H 0.1123; H 0.1128; H 0.1615; H 0.1222; H 0.1508; H 0.1565; H 0.1160; H 0.1138; H 0.1090; C -0.0259; O -0.2281; C -0.1452; C -0.1365; O -0.2460; C 0.0111; H 0.1165; H 0.1185; H 0.0946; H 0.1414; H 0.1301; H 0.1450; H 0.1158; H 0.1061; H 0.1106; H 0.1018; C -0.1249; O -0.1917; C -0.1769; C -0.1783; O -0.1867; C -0.0794; H 0.0768; H 0.0908; H 0.1061; H 0.1066; H 0.1102; H 0.1060; H 0.1238; H 0.0987; H 0.0954; H 0.0792; C -0.0425; O -0.2339; C -0.1383; C -0.1557; O -0.2209; C -0.0318; H 0.1056; H 0.1179; H 0.0858; H 0.1594; H 0.1307; H 0.1387; H 0.1525; H 0.1065; H 0.1001; H 0.1207


> Look up the electronic energy of the fifth one.

-1529.63158 hartree


> What is the electronic energy in the fifth record?

-1529.63158 hartree


> The lowest electronic energy belongs to which entry?

C16H40AsF6Mg2NO11